<P>
Formula: C4H10NP
Source: OMol25
Level of theory: ωB97M-V with the def2-TZVPD basis set

ORCA input file:
```
! wB97M-V def2-TZVPD RIJCOSX def2/J DEFGRID3
* xyz 0 1
C -1.147 0.622 -0.996
C -2.388 -0.005 -1.441
C 0.455 -0.288 1.934
C 2.398 -0.155 0.088
N -0.045 0.237 -0.533
P 0.716 -1.047 0.235
H -2.235 -0.529 -2.495
H -1.219 1.678 -1.295
H -2.635 -0.913 -0.791
H -3.227 0.685 -1.385
H -0.449 -0.665 2.449
H 1.246 -0.439 2.574
H 0.420 0.871 1.945
H 2.625 0.017 -1.030
H 2.325 0.749 0.524
H 3.161 -0.819 0.219
*
```

Its LUMO energy is 1.0 eV. The molecular weight comes out at 103.1 g mol⁻¹. Its SMILES is C/C=N\P(C)C. The gap between HOMO and LUMO comes out at 8.9 eV.

The net atomic charges from Löwdin, expressed in e, are:
1 C -0.335
2 C -0.109
3 C -0.320
4 C -0.287
5 N -0.226
6 P 0.803
7 H 0.126
8 H 0.097
9 H 0.087
10 H 0.062
11 H 0.026
12 H -0.018
13 H 0.076
14 H 0.064
15 H -0.022
16 H -0.023

<Q>
Formula: C4H10NP
Source: OMol25
Level of theory: ωB97M-V with the def2-TZVPD basis set

ORCA input file:
```
! wB97M-V def2-TZVPD RIJCOSX def2/J DEFGRID3
* xyz 0 1
C 2.603 -0.357 0.436
C -1.781 -1.088 -0.622
C -0.369 2.195 0.090
C -0.453 -0.997 0.230
N 1.894 0.422 -0.257
P 0.489 0.141 -0.933
H 3.527 -0.089 0.884
H 2.302 -1.382 0.543
H -1.779 -1.529 -1.602
H -2.518 -1.714 -0.137
H -2.200 -0.067 -0.698
H -1.131 1.573 0.555
H -0.629 2.786 -0.871
H 0.477 2.396 0.594
H 0.232 -1.871 0.576
H -0.665 -0.419 1.212
*
```

Its LUMO energy is 0.5 eV. The molecular weight comes out at 103.1 g mol⁻¹. The gap between HOMO and LUMO comes out at 8.4 eV.

The net atomic charges from Löwdin, expressed in e, are:
1 C -0.120
2 C -0.231
3 C -0.060
4 C -0.441
5 N -0.363
6 P 0.881
7 H 0.052
8 H 0.043
9 H 0.046
10 H 0.053
11 H 0.056
12 H -0.036
13 H 0.033
14 H -0.071
15 H 0.076
16 H 0.083

Which one is most stable, and which one is least stable? <P> is the most stable of them, while <Q> is the least stable.